Entry 1:
Density functional theory data (wB97M-V/def2-TZVPD) for a structure of composition C21H33N4O4RuSSb2.

Highest occupied orbital energy (alpha / beta), eV: -15.7 / -15.7
Energy, eV: -62929.830
HOMO-LUMO gap (alpha / beta), eV: 3.7 / 3.7

```
! wB97M-V def2-TZVPD RIJCOSX def2/J DEFGRID3
* xyz 3 1
Ru -0.28789 0.18369 -0.82023
C -2.29501 -0.61497 2.35735
Sb -0.40817 0.24158 1.82343
C 0.83781 -0.54343 3.37190
C -0.79617 2.27547 2.64519
C 0.37167 3.14711 2.56208
C 1.27202 3.17576 3.63555
C 2.37485 3.99480 3.61844
C 2.64291 4.80749 2.48712
C 1.79297 4.79041 1.41359
C 0.62954 3.99919 1.41855
C -0.29591 4.09608 0.30506
Sb 0.17500 2.68205 -1.36218
C -1.09922 3.57407 -2.82153
C 2.11832 3.34187 -1.93085
H -2.55572 -0.30924 3.36922
H -2.20589 -1.69965 2.32061
H -3.05805 -0.28848 1.65595
H 0.35552 -0.31678 4.32147
H 1.83019 -0.10074 3.33325
H 0.91611 -1.62225 3.25274
H -1.05109 2.03573 3.67695
H -1.67354 2.61810 2.10323
H 1.06937 2.56511 4.50649
H 3.03963 4.03006 4.47173
H 3.51033 5.45429 2.48451
H 1.99180 5.42657 0.56016
H -0.21515 5.05057 -0.21599
H -1.33228 3.87782 0.54735
H -0.79634 4.61146 -2.95380
H -2.13543 3.52485 -2.49645
H -0.98580 3.04230 -3.76479
H 2.08493 4.41578 -2.11042
H 2.40028 2.83883 -2.85450
H 2.84923 3.11731 -1.15779
N 3.98671 -0.55882 -1.32823
C 2.69635 -0.75736 -1.60476
N 2.34665 -1.78409 -2.38822
O 1.84198 0.03749 -1.11152
H 4.71931 -1.14956 -1.68480
H 4.24289 0.20763 -0.73386
H 3.03222 -2.36708 -2.84101
H 1.40291 -1.83653 -2.72568
N -4.46284 1.71882 -0.90292
C -3.49300 0.81758 -1.08144
N -3.79592 -0.32903 -1.69364
O -2.32537 1.08312 -0.65326
H -5.40679 1.55451 -1.21187
H -4.27435 2.57576 -0.41634
H -4.71311 -0.53043 -2.05581
H -3.06980 -1.00350 -1.85366
O -0.25712 -8.65472 -0.20567
C 0.33547 -7.83664 -1.05821
O 1.20529 -8.17116 -1.80606
C -0.07132 -6.37325 -1.06971
C -0.23534 -5.76010 -2.31367
C -0.50799 -4.41271 -2.38083
C -0.56278 -3.66214 -1.19259
S -0.85834 -1.96129 -1.36887
C -0.39969 -4.27360 0.05691
C -0.15801 -5.63205 0.11114
H -1.00821 -8.29318 0.27582
H -0.13971 -6.34416 -3.21904
H -0.66899 -3.92676 -3.33451
H -0.46200 -3.69155 0.96649
H -0.00990 -6.10803 1.07239
*
```


Entry 2:
Density functional theory data (wB97M-V/def2-TZVPD) for a structure of composition C18H18MnN2O5P.

Highest occupied orbital energy (alpha / beta), eV: -4.6 / -5.4
Energy, eV: -72790.780
HOMO-LUMO gap (alpha / beta), eV: 7.5 / 8.2
Expectation value of S²: 8.755

```
! wB97M-V def2-TZVPD RIJCOSX def2/J DEFGRID3
* xyz -1 6
Mn 0.40741 -0.06292 -0.45608
N 1.81960 1.73520 -0.34633
C 2.50882 1.89642 -1.63933
C 2.35445 0.70536 -2.60276
O 2.97003 0.75604 -3.67560
N 1.52190 -0.22527 -2.16742
C 1.12675 -1.31857 -3.02405
C -0.15124 -2.00992 -2.49529
O -0.59247 -2.96537 -3.11947
O -0.63147 -1.56692 -1.37465
H 1.53570 2.62797 0.03782
H 2.41279 1.31914 0.36904
H 3.57414 2.10609 -1.52487
H 2.07115 2.74959 -2.16187
H 1.89885 -2.09072 -3.10994
H 0.92530 -0.98243 -4.04589
O 1.73725 1.08875 2.56814
C 1.06654 0.06409 2.44941
O 1.01379 -0.68787 1.41173
C 0.12719 -0.34042 3.58142
P -1.68660 -0.01341 3.25810
C -2.29091 -1.58959 2.54584
C -1.52822 -2.44802 1.75500
C -2.10635 -3.57089 1.18104
C -3.44499 -3.86059 1.40664
C -4.20890 -3.02276 2.20777
C -3.63372 -1.89349 2.77309
C -1.61980 1.04474 1.75123
C -1.22890 2.37332 1.91371
C -1.19136 3.24773 0.83634
C -1.54850 2.81026 -0.43028
C -1.93741 1.48917 -0.61285
C -1.97537 0.61023 0.46934
H 0.39985 0.19585 4.48823
H 0.20727 -1.41314 3.76549
H -0.49163 -2.20990 1.55056
H -1.51469 -4.19676 0.52589
H -3.89404 -4.73283 0.94828
H -5.25435 -3.24361 2.38645
H -4.23019 -1.23345 3.39335
H -0.93943 2.72710 2.89688
H -0.87736 4.27318 0.99041
H -1.51902 3.48922 -1.27316
H -2.19578 1.11414 -1.59573
H -2.25646 -0.41935 0.28335
*
```


Entry 3:
Density functional theory data (wB97M-V/def2-TZVPD) for a structure of composition C11H16BiN2O5.

Highest occupied orbital energy, eV: -17.6
Energy, eV: -30689.355
HOMO-LUMO gap, eV: 4.5

```
! wB97M-V def2-TZVPD RIJCOSX def2/J DEFGRID3
* xyz 3 1
Bi 0.06392 0.22132 -2.14681
O 0.06615 3.98942 -1.88551
C 0.08219 2.90866 -2.25798
C 0.04478 -2.34840 -2.28688
O 0.01995 -3.46535 -2.04368
C 2.62807 0.19853 -2.24904
O 3.71641 0.16849 -1.87383
C -2.52902 0.20865 -2.23806
O -3.62049 0.15250 -1.89770
C 0.05591 0.89007 -4.83311
H -0.87305 1.46055 -4.97001
H 0.98260 1.46461 -4.96989
C 0.05861 -0.48894 -4.79616
H 0.98726 -1.06718 -4.91382
H -0.86781 -1.07044 -4.91331
C -0.40448 2.05672 1.12364
N -0.28131 1.02078 2.14095
C -0.42898 1.42941 3.52633
C 0.01671 -0.21790 1.66659
O 0.12954 -0.32483 0.39738
N 0.20122 -1.33476 2.41400
C 0.11435 -1.52114 3.84597
C 0.50934 -2.56672 1.69953
H -0.66329 2.98865 1.62266
H -1.18338 1.80275 0.39959
H 0.53783 2.18551 0.58717
H -1.28768 0.93894 4.00690
H 0.49112 1.25603 4.10279
H -0.62066 2.50269 3.51763
H -0.63565 -2.28126 4.06153
H 1.07071 -1.88935 4.21612
H -0.14163 -0.61671 4.36654
H 0.58232 -2.36235 0.62927
H 1.45520 -2.98010 2.06812
H -0.27675 -3.30886 1.88308
*
```


Entry 4:
Density functional theory data (wB97M-V/def2-TZVPD) for a structure of composition C13H16CuInN3O3.

Highest occupied orbital energy, eV: -19.5
Energy, eV: -74118.969
HOMO-LUMO gap, eV: 2.6
Expectation value of S²: 0.763

```
! wB97M-V def2-TZVPD RIJCOSX def2/J DEFGRID3
* xyz 4 2
Cu 0.85596 2.70604 3.83091
In 4.23850 1.44960 0.62138
O -0.54451 -0.10741 0.68980
C 0.39502 0.81732 1.03536
O 1.28691 1.16975 0.19420
O 0.42340 1.16566 2.24930
H -0.39720 -0.14125 -0.27906
N -1.64684 1.08991 -2.79673
C -2.15117 0.20674 -1.89100
C -1.54822 -1.03747 -2.08333
C -0.77155 -0.95193 -3.20683
C -0.77257 0.44960 -3.60019
H -1.84667 2.08370 -2.77131
H -2.97227 0.49808 -1.25257
H -1.72588 -1.93265 -1.50592
H -0.22450 -1.71577 -3.73853
H -0.23757 0.87861 -4.43449
N -3.22911 0.81527 4.52151
C -3.80551 -0.30959 5.02684
C -3.91282 -1.31679 4.04587
C -3.42073 -0.71916 2.89038
C -3.11596 0.60656 3.15362
H -3.09490 1.65258 5.06638
H -4.08193 -0.29517 6.07428
H -4.21277 -2.34573 4.15462
H -3.40282 -1.16846 1.91193
H -2.86130 1.53339 2.66004
N 4.24157 -1.40845 -1.30162
C 3.15838 -0.73899 -1.80519
C 3.58579 0.36117 -2.59814
C 4.97556 0.29809 -2.53541
C 5.36919 -0.82442 -1.72739
H 4.26243 -2.27206 -0.76580
H 2.14795 -1.08285 -1.65783
H 3.06705 1.00257 -3.28882
H 5.60449 0.82813 -3.23955
H 6.36460 -1.24466 -1.64673
*
```


Molecular weight: 782.18, 428.26, 465.24, 440.65 (g mol⁻¹)
Energy relative to the best compared isomer or geometry (same formula, charge and spin): 32.3, 0.0, 0.0, 38.0 (kcal per mole)
Max |F|: 1.79, 0.54, 5.64, 3.03 (eV/A)